Here is C27H39BrN4NiOP as an isolated structure at a distorted geometry from the OMol25 dataset. Energies are from wB97M-V/def2-TZVPD.

Values from the calculation:
highest occupied orbital energy (spin up / spin down) = -2.28 / -2.29 eV
electronic energy = -157014.5038 eV
Kohn-Sham gap (spin up / spin down) = 0.1817 / 0.1818 hartree
total charge = -1
E_LUMO (spin up / spin down) = 2.7 / 2.7 eV
energy above the lowest of the compared OMol25 structures with the same formula, charge and spin = 0.0 kJ/mol

Atoms and positions in Å:
1 Ni -0.86 -0.95 0.02
2 C 0.12 3.30 1.13
3 C -0.79 2.31 0.46
4 C -0.89 2.29 -0.94
5 C -1.62 1.32 -1.59
6 C -1.63 1.25 -3.09
7 C -2.34 0.37 -0.84
8 C -2.31 0.40 0.58
9 C -3.33 -0.34 1.40
10 C -1.50 1.38 1.20
11 H -0.18 4.33 0.91
12 H 1.15 3.17 0.77
13 H 0.12 3.17 2.21
14 H -0.35 3.03 -1.52
15 H -1.87 2.22 -3.54
16 H -2.35 0.52 -3.45
17 H -0.64 0.96 -3.46
18 H -3.02 -0.30 -1.35
19 H -4.21 0.29 1.58
20 H -2.91 -0.63 2.36
21 H -3.65 -1.25 0.88
22 H -1.42 1.38 2.28
23 C 0.17 -1.66 1.41
24 C 1.41 -2.46 1.22
25 C 1.37 -3.73 0.65
26 C 2.53 -4.49 0.54
27 C 3.75 -4.00 0.99
28 C 3.81 -2.72 1.52
29 C 2.65 -1.95 1.63
30 H 0.43 -4.11 0.29
31 H 2.48 -5.48 0.11
32 H 4.65 -4.60 0.92
33 H 4.75 -2.31 1.86
34 H 2.70 -0.95 2.03
35 C 3.58 -2.29 -2.20
36 N 3.81 -0.86 -2.37
37 C 4.71 -0.32 -1.35
38 P 2.43 0.06 -2.65
39 O 1.61 0.41 -1.48
40 N 1.56 -0.76 -3.80
41 C 2.10 -1.01 -5.12
42 C 0.51 -1.69 -3.40
43 N 3.09 1.42 -3.38
44 C 2.32 2.65 -3.36
45 C 4.28 1.46 -4.19
46 H 4.55 -2.80 -2.20
47 H 2.99 -2.67 -3.03
48 H 3.07 -2.53 -1.26
49 H 5.69 -0.79 -1.46
50 H 4.33 -0.52 -0.34
51 H 4.81 0.76 -1.48
52 H 2.76 -0.21 -5.42
53 H 1.27 -1.07 -5.83
54 H 2.65 -1.96 -5.17
55 H 0.14 -1.50 -2.40
56 H 0.85 -2.73 -3.43
57 H -0.34 -1.60 -4.09
58 H 1.49 2.53 -2.67
59 H 1.93 2.89 -4.36
60 H 2.95 3.48 -3.03
61 H 4.79 0.50 -4.16
62 H 4.97 2.23 -3.81
63 H 4.06 1.71 -5.23
64 Br -1.81 -3.02 -1.00
65 C -0.47 -1.92 2.67
66 C -1.00 -2.72 3.66
67 C -0.66 -2.41 4.98
68 C 0.33 -1.43 5.24
69 C 0.80 -0.67 4.19
70 N 0.19 -0.76 2.98
71 H -1.57 -3.61 3.42
72 H -1.07 -3.00 5.79
73 H 0.70 -1.26 6.24
74 H 1.56 0.10 4.31